Entry a
The following is a DFT calculation (ωB97M-V with the def2-TZVPD basis set) of a single C2H7N5O molecule.

Summary:
* spin multiplicity: 1
* total charge: 0
* orbital gap: 0.3096 Eh
* lowest unoccupied orbital energy: 0.54 eV
* HOMO energy: -7.888 eV

Last columns: bonded neighbours and bond lengths (Å).
Cartesian coordinates (Å):
1 H -2.52245 2.52016 0.10611  O7 0.986
2 H 4.29415 0.22730 0.15717  C6 1.264
3 N -2.36183 -1.13921 -0.00147  H5 0.932, N10 1.484, H14 1.066
4 N -0.73020 1.48330 0.15847  O7 1.341, C13 1.234
5 H -2.18295 -1.27733 0.90247  N3 0.932
6 C 3.04786 0.01684 0.14152  H2 1.264, N9 1.378, H12 1.319
7 O -2.01971 1.70623 -0.13375  H1 0.986, N4 1.341
8 H 1.39581 -0.70114 0.15035  N15 0.983
9 N 2.12825 0.87422 -0.42163  C6 1.378, N15 1.325
10 N -0.94768 -0.83430 -0.33227  N3 1.484, H11 1.228, C13 1.318
11 H -0.33406 -1.86313 -0.60043  N10 1.228
12 H 2.52082 -1.11655 0.56219  C6 1.319
13 C -0.37521 0.32318 -0.06720  N4 1.234, N10 1.318, N15 1.429
14 H -2.95486 -0.38127 -0.46101  N3 1.066
15 N 1.04206 0.16170 -0.16052  H8 0.983, N9 1.325, C13 1.429

Here are the natural (NBO) charges for atoms 1 to 8, given in e:
1. H 0.50
2. H 0.22
3. N -0.66
4. N -0.23
5. H 0.36
6. C -0.23
7. O -0.63
8. H 0.32


Entry b
The following is a DFT calculation (ωB97M-V with the def2-TZVPD basis set) of a single C2H7N5O molecule.

Summary:
* spin multiplicity: 1
* total charge: 0
* orbital gap: 0.3516 Eh
* lowest unoccupied orbital energy: 0.76 eV
* HOMO energy: -8.806 eV

Last columns: bonded neighbours and bond lengths (Å).
Cartesian coordinates (Å):
1 H -2.63492 -1.16885 0.39400  N15 1.034
2 H -2.22033 0.87322 0.83282  N5 0.972
3 O 1.58356 -1.21823 0.77383  N4 1.471, H6 0.971
4 N 2.35318 -0.36237 -0.14176  O3 1.471, C12 1.323
5 N -1.46689 1.47223 0.69534  H2 0.972, C7 1.263
6 H 2.12706 -2.02316 0.76937  O3 0.971
7 C -0.55818 0.78963 0.14439  N5 1.263, N9 1.415, N14 1.417
8 H 0.00971 -1.10447 0.21300  N14 1.049
9 N 0.67654 1.43203 -0.11258  C7 1.415, C12 1.371, H13 1.024
10 H 2.46312 1.48081 -1.02587  C12 1.061
11 H -2.10861 -1.81764 -1.15419  N15 1.036
12 C 1.85886 0.82591 -0.44993  N4 1.323, N9 1.371, H10 1.061
13 H 0.66762 2.45013 -0.22212  N9 1.024
14 N -0.72940 -0.55030 -0.28315  C7 1.417, H8 1.049, N15 1.404
15 N -2.02130 -1.07894 -0.43314  H1 1.034, H11 1.036, N14 1.404

Here are the natural (NBO) charges for atoms 1 to 8, given in e:
1. H 0.35
2. H 0.33
3. O -0.61
4. N -0.21
5. N -0.71
6. H 0.49
7. C 0.56
8. H 0.40


Relative energies in kcal/mol: entry a 134.6; entry b 0.0